[1]
{"formula": "C10H14F3I2NOPtSSi", "method": "wB97M-V/def2-TZVPD", "elements": ["Pt", "I", "C", "I", "H", "H", "F", "C", "F", "F", "C", "C", "C", "C", "N", "C", "S", "H", "H", "H", "C", "Si", "C", "C", "O", "H", "H", "H", "H", "H", "H", "H", "H", "H"], "positions_angstrom": [[0.2511, -1.1204, 0.1443], [-0.9335, -3.5507, -0.4056], [-1.5975, -3.4045, 1.6973], [-0.9221, -1.6635, 2.8197], [-1.2268, -4.2864, 2.2089], [-2.6816, -3.3903, 1.6893], [5.4920, -0.9650, 0.6952], [4.9836, -0.2972, 1.7413], [5.9793, 0.4547, 2.2373], [4.6898, -1.2107, 2.6814], [3.7831, 0.5205, 1.3692], [3.7203, 1.8779, 1.6478], [2.5632, 2.5824, 1.3427], [1.5109, 1.9084, 0.7402], [1.5851, 0.6218, 0.4538], [2.6707, -0.1017, 0.7853], [2.4666, -1.7847, 0.4689], [4.5609, 2.3677, 2.1162], [2.4811, 3.6315, 1.5721], [0.5814, 2.4010, 0.4884], [-1.6018, 0.3621, -3.1698], [-2.5249, 0.2715, -1.4752], [-3.3416, 1.9686, -1.1423], [-3.8632, -1.0893, -1.6437], [-1.4592, -0.0434, -0.3583], [-2.2807, 0.5709, -3.9871], [-1.1113, -0.5884, -3.3493], [-0.8452, 1.1375, -3.1308], [-4.0706, 2.1978, -1.9114], [-2.6060, 2.7657, -1.1261], [-3.8508, 1.9673, -0.1847], [-4.6192, -0.8289, -2.3768], [-4.3644, -1.2487, -0.6934], [-3.4186, -2.0335, -1.9448]], "energy_ev": -60448.503, "homo_lumo_gap_ha": [0.2251, 0.2326], "spin_multiplicity": 3, "s_squared": 2.01, "e_lumo_ev": [-0.99, -2.10]}

---

[2]
{"formula": "C10H14FN", "method": "wB97M-V/def2-TZVPD", "elements": ["C", "C", "C", "C", "C", "C", "C", "C", "C", "C", "H", "H", "H", "H", "H", "H", "H", "H", "H", "H", "H", "H", "H", "H", "N", "F"], "positions_angstrom": [[2.5068, 0.2764, 1.9019], [-0.0268, 0.3577, 1.7953], [-0.3502, -1.1103, 1.7241], [-0.8919, 0.9635, 0.7021], [-0.8143, 0.2984, -0.7278], [0.2310, 0.8537, -1.5670], [0.2471, 0.2233, -2.8265], [-0.8220, -0.6271, -3.2877], [-1.7459, -0.9393, -2.4447], [-1.8133, -0.5838, -1.1889], [3.3950, 0.5384, 0.8317], [2.7096, 0.9629, 3.0138], [2.4073, -0.7647, 2.2816], [1.0887, 1.8110, 1.3279], [-0.1974, 0.9052, 2.7139], [-1.3096, -1.3620, 2.1890], [-0.5475, -1.3468, 0.5880], [0.5096, -1.9159, 2.2265], [-1.9688, 0.8004, 1.0185], [1.2759, 1.3367, -1.1910], [1.0627, 0.5106, -3.6155], [-0.4424, -1.3468, -4.1903], [-2.5631, -1.8066, -2.6174], [-2.6141, -1.0152, -0.3921], [1.2041, 0.6693, 1.2181], [-0.5306, 2.3109, 0.5166]], "energy_ev": -14798.386, "homo_lumo_gap_ha": 0.3554, "spin_multiplicity": 1, "e_lumo_ev": 0.79}

---

[3]
{"formula": "C10H14FNP", "method": "wB97M-V/def2-TZVPD", "elements": ["C", "C", "C", "C", "C", "C", "C", "C", "C", "C", "N", "F", "P", "H", "H", "H", "H", "H", "H", "H", "H", "H", "H", "H", "H", "H", "H"], "positions_angstrom": [[2.3642, -1.9779, -0.3230], [1.0275, -2.2424, -0.0718], [2.6915, -0.6669, -0.1533], [0.0767, -1.2549, 0.1255], [0.4502, 0.0923, 0.1368], [1.8282, 0.3451, 0.1160], [-1.3737, -1.6711, 0.4572], [-0.5441, 1.1538, 0.3703], [-2.5019, -0.9143, -0.2618], [2.4499, 1.7202, 0.2695], [-1.0183, 1.9492, -0.7919], [-2.3717, -0.9032, -1.5994], [-3.5761, 0.3966, 0.3438], [2.9431, -2.8421, -0.6143], [0.7134, -3.1948, 0.0393], [3.6802, -0.3689, -0.1955], [-1.4460, -2.6663, 0.1876], [-1.5401, -1.7858, 1.4778], [-0.4916, 1.6379, 1.2695], [2.6193, 2.3830, -0.6465], [2.1339, 2.5746, 0.9250], [3.5405, 1.8061, 0.6157], [-0.9126, 1.4992, -1.6920], [-0.6127, 2.8733, -0.9572], [-1.9905, 2.0399, -0.8640], [-3.3619, 0.1213, 1.6931], [-4.7774, -0.1040, 0.1435]], "energy_ev": -24081.664, "homo_lumo_gap_ha": [0.3292, 0.2426], "spin_multiplicity": 1, "total_charge": 1, "e_lumo_ev": [-3.60, -4.76]}

---

Calculated energy relative to the best compared isomer or geometry (same formula, charge and spin) in order - 0.3274; 5.9860; 0.4618 eV
Calculated M in order - 730.3; 167.2; 198.2 u